# 1
Density functional theory data (ωB97M-V/def2-TZVPD) for a 15-piece molecular cluster, C42H123N9O15 overall.

E_HOMO (alpha / beta) ... -0.393 / -0.393 hartree
Net charge ... +1
Orbital gap (alpha / beta) ... 8.739 / 3.059 eV
E_LUMO (alpha / beta) ... -1.97 / -7.65 eV
Multiplicity ... 2

Cartesian coordinates (Å):
C (-1.846, 0.316, -3.877)
C (-0.858, 0.155, -5.043)
C (0.113, 1.294, -5.240)
O (-0.521, 2.527, -5.536)
C (0.307, 3.529, -6.159)
N (-0.130, -1.092, -5.009)
H (-1.361, 0.273, -2.902)
H (-2.655, -0.405, -3.994)
H (-2.240, 1.333, -3.876)
H (-1.462, 0.196, -5.949)
H (0.900, 1.016, -5.941)
H (0.770, 1.399, -4.377)
H (1.258, 3.740, -5.671)
H (-0.288, 4.435, -6.047)
H (0.424, 3.312, -7.221)
H (-0.757, -1.832, -4.729)
H (0.151, -1.412, -5.925)
C (-2.683, -5.997, 1.501)
C (-3.116, -5.288, 0.227)
C (-2.396, -5.788, -1.034)
O (-2.698, -5.051, -2.236)
C (-3.555, -5.760, -3.148)
N (-4.556, -5.411, 0.159)
H (-1.607, -5.984, 1.676)
H (-2.912, -7.058, 1.401)
H (-3.281, -5.616, 2.329)
H (-2.886, -4.244, 0.438)
H (-2.512, -6.869, -1.100)
H (-1.339, -5.572, -0.875)
H (-4.215, -6.414, -2.577)
H (-3.005, -6.414, -3.825)
H (-4.100, -5.004, -3.714)
H (-4.831, -4.925, -0.683)
H (-4.952, -4.849, 0.898)
C (1.575, 0.810, -0.555)
C (1.860, -0.658, -0.404)
C (0.718, -1.569, -0.930)
O (-0.385, -1.356, -0.042)
C (-1.538, -2.064, -0.473)
N (3.078, -0.854, -1.124)
H (0.741, 1.086, 0.090)
H (1.350, 1.023, -1.600)
H (2.412, 1.501, -0.461)
H (1.993, -0.750, 0.674)
H (1.004, -2.621, -0.943)
H (0.479, -1.269, -1.950)
H (-2.208, -2.175, 0.380)
H (-1.297, -3.048, -0.875)
H (-2.109, -1.617, -1.287)
H (2.838, -0.603, -2.072)
H (3.241, -1.849, -1.175)
C (4.205, 5.272, -6.728)
C (5.061, 4.691, -5.635)
C (4.477, 3.412, -5.023)
O (5.505, 2.859, -4.129)
C (5.089, 1.604, -3.524)
N (6.400, 4.460, -6.162)
H (3.206, 5.523, -6.371)
H (4.117, 4.528, -7.520)
H (4.587, 6.214, -7.122)
H (5.062, 5.483, -4.886)
H (4.344, 2.698, -5.835)
H (3.586, 3.768, -4.505)
H (4.300, 1.805, -2.799)
H (5.941, 1.126, -3.040)
H (4.737, 0.912, -4.289)
H (6.275, 3.960, -7.030)
H (6.811, 3.739, -5.587)
C (-5.274, 0.642, -0.930)
C (-5.751, -0.317, 0.126)
C (-7.240, -0.040, 0.530)
O (-7.539, -0.773, 1.691)
C (-8.810, -0.302, 2.243)
N (-5.541, -1.674, -0.357)
H (-5.137, 1.654, -0.550)
H (-6.084, 0.532, -1.652)
H (-4.327, 0.391, -1.407)
H (-5.167, -0.178, 1.036)
H (-7.867, -0.422, -0.275)
H (-7.428, 1.028, 0.642)
H (-8.609, 0.416, 3.038)
H (-9.367, -1.145, 2.653)
H (-9.488, 0.149, 1.519)
H (-5.580, -2.407, 0.337)
H (-4.569, -1.699, -0.627)
C (-4.285, -2.264, 2.844)
C (-5.366, -3.252, 3.282)
C (-6.098, -2.926, 4.600)
O (-6.794, -4.034, 5.061)
C (-7.151, -4.004, 6.420)
N (-6.286, -3.422, 2.122)
H (-3.326, -2.351, 3.355)
H (-4.634, -1.237, 2.952)
H (-4.045, -2.252, 1.781)
H (-4.877, -4.217, 3.415)
H (-6.819, -2.119, 4.470)
H (-5.329, -2.628, 5.312)
H (-8.035, -3.382, 6.562)
H (-6.356, -3.649, 7.075)
H (-7.347, -5.004, 6.809)
H (-6.635, -2.508, 1.870)
H (-7.112, -3.943, 2.382)
C (1.219, 4.457, 1.800)
C (1.314, 5.063, 3.163)
C (0.148, 4.907, 4.103)
O (0.166, 5.672, 5.305)
C (-0.930, 5.414, 6.149)
N (2.576, 4.758, 3.868)
H (0.980, 3.395, 1.861)
H (2.191, 4.528, 1.313)
H (0.452, 4.790, 1.101)
H (1.365, 6.136, 2.980)
H (0.034, 3.873, 4.427)
H (-0.740, 5.124, 3.509)
H (-1.908, 5.703, 5.764)
H (-0.812, 5.867, 7.133)
H (-1.021, 4.340, 6.315)
H (2.379, 5.160, 4.774)
H (2.550, 3.763, 4.040)
C (2.528, 2.822, 6.825)
C (1.566, 1.751, 6.328)
C (2.160, 0.979, 5.130)
O (2.238, 1.792, 3.964)
C (2.915, 1.224, 2.865)
N (1.216, 0.815, 7.426)
H (2.055, 3.465, 7.567)
H (2.833, 3.590, 6.114)
H (3.441, 2.486, 7.316)
H (0.721, 2.328, 5.953)
H (1.506, 0.111, 5.042)
H (3.153, 0.647, 5.433)
H (2.791, 1.808, 1.953)
H (2.495, 0.240, 2.655)
H (3.965, 1.204, 3.156)
H (1.943, 0.174, 7.710)
H (1.090, 1.320, 8.291)
C (6.910, -1.366, -0.260)
C (6.362, -0.350, 0.790)
C (6.323, 1.093, 0.311)
O (6.094, 2.043, 1.395)
C (6.136, 3.375, 1.002)
N (5.016, -0.788, 1.063)
H (7.168, -2.298, 0.242)
H (7.733, -0.916, -0.814)
H (6.086, -1.567, -0.945)
H (7.083, -0.405, 1.605)
H (5.444, 1.148, -0.331)
H (7.220, 1.239, -0.291)
H (5.841, 4.012, 1.836)
H (5.577, 3.678, 0.117)
H (7.187, 3.580, 0.802)
H (4.526, -0.730, 0.182)
H (4.591, 0.005, 1.521)
C (-0.128, -2.524, 3.336)
O (0.350, -2.880, 4.673)
H (-0.313, -3.458, 2.804)
H (-1.057, -1.954, 3.351)
H (0.703, -2.003, 2.860)
H (1.166, -3.383, 4.725)
C (0.826, 3.717, -2.244)
O (0.998, 5.142, -2.450)
H (0.666, 3.473, -1.194)
H (-0.033, 3.257, -2.733)
H (1.718, 3.227, -2.634)
H (0.219, 5.601, -2.127)
C (3.727, -4.166, 0.095)
O (3.678, -3.707, -1.269)
H (3.353, -5.185, 0.200)
H (4.751, -4.173, 0.467)
H (3.194, -3.450, 0.721)
H (4.282, -4.186, -1.841)
C (-0.304, -4.232, -3.951)
O (-1.479, -3.524, -4.143)
H (-0.202, -5.030, -4.687)
H (0.567, -3.578, -3.982)
H (-0.225, -4.677, -2.959)
H (-2.171, -3.852, -3.564)
C (3.108, -1.816, -4.383)
O (2.409, -0.759, -3.846)
H (4.138, -1.499, -4.545)
H (3.093, -2.635, -3.663)
H (2.530, -2.159, -5.240)
H (1.495, -0.755, -4.141)
C (-2.452, 2.783, -0.986)
O (-2.975, 4.042, -0.714)
H (-1.488, 2.795, -0.478)
H (-3.061, 2.005, -0.526)
H (-2.352, 2.653, -2.063)
H (-2.948, 4.183, 0.235)

Atomic forces in eV per Å
C 0.7 0.5 -0.3
C -1.0 1.0 -1.0
C 1.1 0.7 0.6
O 0.6 -0.4 0.0
C -1.2 0.0 0.4
N 0.5 -0.6 0.6
H 0.2 -0.6 0.1
H 0.0 0.0 0.3
H -0.3 -0.1 -0.4
H -0.4 0.0 -0.2
H -0.3 -0.1 -1.0
H -0.2 0.3 0.9
H 0.1 -0.5 0.2
H 0.1 0.1 -0.2
H 0.2 -0.1 0.0
H -0.3 -0.3 0.5
H 0.2 0.4 -0.4
C 0.2 -1.1 -0.6
C 0.0 0.3 0.7
C 0.6 1.0 0.7
O -0.7 -0.9 0.3
C 0.0 -0.1 0.6
N -0.1 -0.2 -0.9
H 0.0 0.5 0.2
H -0.3 -0.1 0.1
H 0.4 0.1 0.1
H 0.5 0.4 -0.6
H -0.2 0.0 -0.5
H 0.2 -0.3 0.1
H -0.4 0.2 -0.1
H 0.3 0.2 -0.1
H -0.1 -0.2 0.0
H -0.5 0.0 -0.3
H -0.4 0.0 0.3
C -1.1 0.9 -0.9
C 0.3 1.7 0.9
C -0.4 0.6 0.9
O 0.5 -0.2 -0.8
C -0.3 -0.4 0.0
N -0.8 -1.6 0.4
H 0.0 0.3 -0.2
H -0.7 -0.1 -0.2
H 0.3 -0.4 0.9
H 0.1 -1.1 0.2
H 0.2 -0.2 0.1
H -0.1 0.1 -0.2
H 0.2 0.0 0.0
H 0.3 -0.3 0.3
H 0.2 0.7 -0.1
H 0.7 0.9 -1.4
H 1.1 -0.8 0.1
C -0.8 -0.2 -0.2
C 0.3 0.4 0.1
C 1.6 0.7 0.3
O -1.3 -0.6 0.1
C 0.3 1.2 -0.8
N 0.0 -0.2 0.1
H -0.2 -0.2 0.1
H -0.1 0.2 -0.4
H 0.4 -0.2 0.0
H 0.5 -0.2 0.5
H -0.6 -0.2 0.1
H -0.4 -0.8 0.3
H -0.2 -0.2 0.1
H 0.1 0.3 0.1
H -0.3 0.0 -0.1
H 0.0 0.1 -0.6
H 0.5 0.1 0.4
C -0.7 0.0 -0.2
C -0.2 -0.1 1.6
C 1.4 -0.8 -1.1
O -1.5 0.9 0.6
C 0.5 -0.7 0.2
N 0.2 -0.2 -0.7
H -0.5 0.1 -0.1
H 0.3 0.8 -0.7
H 0.0 -0.4 0.1
H 0.1 0.3 0.4
H -0.2 0.1 -0.3
H 0.2 0.2 0.2
H 0.0 0.1 0.0
H 0.3 -0.1 0.1
H 0.4 0.1 -0.4
H -0.6 0.0 0.3
H 0.2 -0.1 -0.5
C 0.0 1.0 0.2
C -0.5 -0.6 -1.0
C 0.8 0.5 -0.4
O 0.1 -1.4 0.0
C -0.1 0.1 0.4
N 0.5 0.0 0.4
H -0.2 -0.1 0.4
H -0.1 0.2 0.5
H -0.2 -0.8 -0.1
H -0.1 -0.2 0.3
H 0.2 0.5 -0.2
H 0.1 0.2 0.4
H -0.1 0.1 0.2
H 0.3 0.4 -0.2
H -0.2 -0.1 -0.6
H -0.3 0.2 0.1
H 0.0 -0.3 0.2
C -0.2 -1.6 -0.4
C 0.8 2.2 1.0
C -1.6 -1.0 -0.1
O 0.6 0.7 -0.6
C -0.2 -0.8 0.2
N -0.5 -0.1 -0.6
H 0.2 -0.5 0.2
H 0.0 0.2 0.0
H 0.0 0.8 0.3
H 0.0 0.4 0.0
H 0.1 -0.5 -0.2
H -0.5 0.3 0.1
H 0.1 0.4 -0.4
H 0.4 0.3 -0.3
H 0.1 -0.4 0.1
H 0.6 0.3 0.4
H 0.2 -0.4 0.0
C 0.3 1.2 0.5
C 1.6 0.5 0.2
C -0.3 0.0 0.9
O -0.9 0.2 0.2
C -0.1 -0.1 0.8
N -0.6 0.2 -0.4
H -0.4 -0.2 0.3
H 0.0 -0.5 -0.5
H 0.0 -0.6 -0.2
H -0.6 -0.5 0.2
H 0.0 -0.3 -0.7
H 0.3 -0.2 -0.1
H -0.1 0.4 0.3
H 0.2 -0.4 0.0
H 0.3 -0.4 -0.4
H 0.5 -0.2 -0.7
H -0.4 0.5 -0.1
C -0.5 1.2 0.3
C 1.2 -1.5 -0.8
C -0.8 1.0 0.4
O -0.2 -2.7 -0.7
C 1.3 1.2 -0.1
N 0.4 1.6 1.0
H 0.2 0.1 -0.1
H 0.2 -0.4 0.1
H 0.1 -0.1 -0.3
H -0.6 0.1 0.7
H 0.1 0.3 -0.6
H 0.3 0.6 0.2
H -0.2 -0.3 0.0
H -0.4 -0.5 -0.1
H 0.1 0.5 -0.2
H -1.0 -1.2 -1.5
H -0.4 0.0 1.3
C 1.7 -1.4 0.9
O -1.5 0.9 0.1
H -0.1 0.0 -0.3
H 0.4 0.1 0.5
H -0.4 0.4 -0.4
H -0.1 0.0 -0.8
C -0.1 0.7 0.1
O -0.1 -1.3 -0.1
H 0.4 0.1 0.3
H -0.2 0.4 -0.5
H 0.1 0.1 0.2
H -0.2 0.0 0.0
C 0.8 -0.1 -0.3
O -0.4 0.3 0.4
H -0.3 0.2 0.0
H 0.1 0.1 0.0
H -0.3 -0.2 -0.2
H 0.1 -0.2 0.2
C 0.8 -0.7 0.5
O -0.4 1.0 -0.5
H 0.2 0.0 -0.1
H 0.0 0.3 -0.4
H -0.3 -0.2 0.1
H 0.1 -0.2 0.4
C -0.3 -0.9 0.1
O 0.5 2.0 1.6
H -0.1 -0.2 -0.5
H 0.3 -0.4 0.0
H 0.8 -0.2 -0.5
H -1.2 -0.4 -0.5
C 0.7 -0.2 0.9
O -1.0 1.3 -0.2
H 0.5 -0.8 -0.4
H 0.1 -0.2 -0.3
H 0.0 0.0 0.2
H -0.1 0.1 0.0

These are the Mulliken partial charges, in e, on atoms 1 to 5:
1. C -1.19
2. C 0.43
3. C -0.52
4. O -0.40
5. C -0.58

---

# 2
Density functional theory data (ωB97M-V/def2-TZVPD) for C25H45LuN2P3SSe as an isolated structure.

E_HOMO (alpha / beta) ... -0.590 / -0.590 hartree
Net charge ... +3
Orbital gap (alpha / beta) ... 3.802 / 3.810 eV
E_LUMO (alpha / beta) ... -12.26 / -12.23 eV

Cartesian coordinates (Å):
Lu (0.380, -1.011, -0.582)
P (-0.597, 1.568, 0.853)
P (-2.435, -1.318, -0.959)
P (2.614, 0.614, -0.614)
H (1.903, -2.830, -4.628)
C (2.309, -2.181, -3.871)
C (2.423, -2.801, -2.528)
H (1.745, -3.619, -2.220)
C (-1.034, 2.975, -0.233)
C (-2.032, 1.615, 2.006)
C (0.553, 2.410, 2.018)
C (-3.292, -2.759, -1.681)
C (-3.345, -1.167, 0.609)
C (-3.012, 0.156, -1.901)
C (3.987, -0.004, -1.665)
C (3.484, 0.727, 0.975)
C (2.483, 2.359, -1.191)
H (3.186, -1.668, -4.302)
H (3.371, -2.624, -2.022)
H (-1.456, 3.781, 0.371)
H (-1.755, 2.644, -0.981)
H (-0.132, 3.316, -0.742)
H (-2.036, 2.583, 2.517)
H (-1.932, 0.828, 2.761)
H (-2.971, 1.502, 1.464)
H (-0.022, 3.153, 2.584)
H (1.356, 2.923, 1.486)
H (0.976, 1.705, 2.740)
H (-4.101, -3.144, -1.027)
H (-2.553, -3.560, -1.791)
H (-3.725, -2.487, -2.660)
H (-3.547, -0.127, 0.840)
H (-2.747, -1.599, 1.411)
H (-4.296, -1.698, 0.566)
H (-3.897, -0.078, -2.506)
H (-2.213, 0.488, -2.579)
H (-3.242, 0.997, -1.229)
H (4.711, 0.814, -1.818)
H (3.592, -0.337, -2.639)
H (4.454, -0.864, -1.156)
H (4.074, 1.648, 1.022)
H (4.133, -0.151, 1.048)
H (2.774, 0.709, 1.810)
H (3.480, 2.678, -1.532)
H (2.117, 3.015, -0.387)
H (1.776, 2.404, -2.032)
C (-0.056, -0.320, -4.213)
C (-0.135, 1.053, -4.531)
C (-0.989, 1.409, -5.574)
C (-1.713, 0.409, -6.240)
C (-1.817, -0.900, -5.725)
C (-1.028, -1.252, -4.621)
S (1.196, -0.912, -3.170)
H (0.083, 0.675, -1.514)
H (0.398, 1.779, -3.901)
H (-1.093, 2.449, -5.874)
H (-2.197, 0.705, -7.174)
H (-2.522, -1.622, -6.149)
H (-1.140, -2.172, -4.035)
C (-1.816, -2.057, 3.894)
N (-0.445, -1.546, 3.780)
C (0.405, -1.714, 2.726)
Se (0.078, -2.917, 1.321)
N (1.521, -0.984, 3.037)
C (1.383, -0.315, 4.261)
C (2.197, 0.573, 4.957)
C (1.726, 1.023, 6.203)
C (0.476, 0.618, 6.707)
C (-0.343, -0.252, 5.975)
C (0.156, -0.721, 4.756)
H (-1.995, -2.358, 4.944)
H (-1.893, -2.927, 3.213)
H (-2.546, -1.271, 3.608)
H (2.300, -0.945, 2.417)
H (3.159, 0.859, 4.531)
H (2.327, 1.699, 6.798)
H (0.134, 0.952, 7.683)
H (-1.322, -0.602, 6.310)

Atomic forces in eV per Å
Lu -1.3 1.4 0.8
P -0.2 0.1 0.8
P -0.6 0.7 -0.1
P 0.6 0.3 -0.2
H -0.7 -0.3 -0.3
C 0.5 0.3 -0.1
C -0.3 -0.4 -1.8
H 0.3 0.6 -0.1
C 0.2 -0.4 -0.1
C 0.0 -0.2 -0.1
C 0.2 0.0 0.0
C 0.0 -0.5 -0.3
C 0.1 -0.1 0.5
C 0.1 0.1 -0.4
C 0.0 -0.1 -0.1
C 0.0 0.1 0.3
C -0.2 -0.2 -0.2
H -0.2 -0.4 0.5
H -0.5 0.2 0.7
H 0.1 0.0 -0.1
H 0.0 0.1 0.0
H -0.2 0.1 0.0
H -0.1 -0.2 -0.1
H -0.1 0.1 -0.1
H 0.1 0.1 0.2
H 0.2 0.0 -0.2
H 0.0 -0.1 0.2
H 0.0 0.1 -0.1
H 0.5 0.4 -0.4
H -0.3 -0.1 -0.2
H 0.3 -0.3 0.4
H 0.0 -0.1 0.0
H -0.1 0.0 0.0
H 0.1 0.1 -0.1
H 0.1 0.1 0.3
H -0.2 -0.1 0.2
H 0.0 -0.4 -0.2
H -0.1 -0.6 0.0
H 0.4 0.4 0.4
H 0.1 0.4 -0.2
H 0.1 -0.2 0.1
H 0.1 0.2 0.1
H 0.3 0.4 -0.3
H -0.4 0.0 0.2
H 0.2 -0.2 -0.4
H 0.3 0.0 0.3
C -2.2 -1.1 -0.7
C 0.4 -0.3 0.5
C 0.1 -0.6 0.3
C 0.1 -0.1 -0.1
C 0.0 0.3 0.3
C 0.2 0.7 -0.7
S 1.7 1.1 1.4
H 0.0 -0.4 -0.5
H 0.0 -0.3 -0.7
H 0.1 -0.2 0.0
H -0.2 -0.3 0.4
H 0.3 0.4 0.1
H 0.1 0.0 -0.8
C 0.0 -0.2 -0.1
N 0.4 0.1 -0.4
C -0.2 0.8 2.3
Se 0.5 -0.1 0.2
N -0.9 -0.5 -0.6
C -0.1 -0.4 0.0
C 0.0 0.1 0.4
C 0.0 -0.3 -0.7
C -0.4 -0.7 -0.5
C 0.2 -0.1 0.0
C -0.6 0.3 -0.1
H 0.1 0.0 -0.7
H -0.2 0.5 0.6
H 0.5 -0.5 0.2
H 0.5 -0.2 0.0
H -0.2 0.1 0.4
H 0.0 -0.1 -0.1
H 0.1 0.1 -0.2
H 0.4 0.3 0.2

These are the Mulliken partial charges, in e, on atoms 1 to 5:
1. Lu 0.94
2. P 1.02
3. P 0.82
4. P 1.32
5. H 0.45

---

# 3
Density functional theory data (ωB97M-V/def2-TZVPD) for C25H26EuN2S6 as an isolated structure.

E_HOMO (alpha / beta) ... -0.366 / -0.369 hartree
Net charge ... +1
Orbital gap (alpha / beta) ... 5.539 / 5.789 eV
E_LUMO (alpha / beta) ... -4.43 / -4.25 eV
Multiplicity ... 7

Cartesian coordinates (Å):
Eu (0.123, 0.067, 0.201)
C (0.417, 3.949, -0.437)
C (-0.399, 2.780, -0.903)
C (-1.614, 2.469, -0.270)
C (-2.421, 1.433, -0.738)
C (-2.028, 0.692, -1.855)
C (-0.836, 1.005, -2.507)
C (-0.019, 2.030, -2.024)
H (0.424, 4.008, 0.650)
H (-0.026, 4.870, -0.821)
H (1.442, 3.888, -0.797)
H (-1.953, 3.094, 0.546)
H (-3.393, 1.267, -0.292)
H (-2.682, -0.068, -2.261)
H (-0.580, 0.505, -3.432)
H (0.864, 2.322, -2.578)
S (2.725, -0.460, -0.271)
S (3.153, 1.078, 1.043)
S (2.038, 0.702, 2.746)
S (0.203, 1.576, 2.427)
S (-0.433, -2.280, -1.369)
C (-0.305, -3.638, -0.379)
N (-0.336, -4.861, -0.886)
C (-0.267, -6.016, 0.005)
C (0.753, -5.735, 1.075)
N (0.378, -4.507, 1.772)
C (0.593, -4.519, 3.225)
C (-0.392, -5.441, 3.913)
C (-1.755, -5.153, 3.896)
C (-2.655, -6.004, 4.517)
C (-2.202, -7.147, 5.162)
C (-0.848, -7.437, 5.183)
C (0.055, -6.589, 4.556)
C (-0.163, -3.500, 1.105)
S (-0.682, -2.095, 1.889)
C (-0.419, -5.162, -2.318)
C (0.868, -5.795, -2.798)
C (2.040, -5.044, -2.802)
C (3.228, -5.611, -3.236)
C (3.251, -6.931, -3.668)
C (2.086, -7.682, -3.663)
C (0.897, -7.116, -3.225)
H (0.033, -6.886, -0.575)
H (-1.250, -6.208, 0.445)
H (1.750, -5.630, 0.638)
H (0.770, -6.547, 1.800)
H (0.508, -3.503, 3.598)
H (1.610, -4.874, 3.394)
H (-2.109, -4.253, 3.408)
H (-3.711, -5.767, 4.509)
H (-2.906, -7.808, 5.651)
H (-0.488, -8.321, 5.692)
H (1.115, -6.818, 4.579)
H (-0.618, -4.243, -2.857)
H (-1.257, -5.845, -2.473)
H (2.023, -4.010, -2.472)
H (4.133, -5.018, -3.248)
H (4.178, -7.370, -4.011)
H (2.099, -8.708, -4.008)
H (-0.015, -7.704, -3.228)

Atomic forces in eV per Å
Eu 0.9 0.2 0.4
C -0.1 0.1 0.0
C 0.0 0.0 0.0
C 0.1 -0.1 -0.2
C 0.0 0.2 -0.1
C 0.0 0.1 0.0
C 0.0 0.1 0.1
C -0.3 0.2 0.0
H 0.0 0.0 0.0
H 0.0 0.0 0.0
H 0.0 0.0 0.0
H 0.1 -0.1 0.1
H 0.1 -0.1 0.1
H 0.0 -0.1 0.1
H 0.1 -0.1 0.1
H 0.1 -0.1 0.1
S -0.5 -0.3 -0.2
S -0.2 0.2 0.0
S -0.1 -0.3 -0.3
S -0.5 0.1 -0.1
S 0.1 -0.1 0.1
C 0.0 -0.1 -1.1
N -0.1 0.3 0.4
C 0.1 -0.1 0.2
C 0.0 -0.2 -0.2
N -0.2 0.2 -0.4
C 0.0 -0.1 0.3
C 0.0 0.0 -0.1
C 0.0 0.0 0.0
C 0.0 0.0 0.0
C 0.0 0.0 0.0
C 0.0 -0.1 0.1
C 0.0 0.1 0.0
C 0.2 0.3 1.1
S -0.1 -0.1 -0.1
C 0.1 -0.2 -0.3
C 0.0 0.0 0.1
C 0.0 0.0 0.0
C 0.0 0.0 0.0
C 0.0 0.0 0.0
C 0.0 0.0 0.0
C -0.1 0.0 0.0
H 0.0 0.0 -0.1
H 0.0 0.0 0.0
H 0.0 0.0 0.1
H 0.0 0.0 0.0
H 0.0 0.0 -0.1
H 0.0 0.0 0.0
H 0.0 0.0 0.0
H 0.0 0.0 0.0
H 0.0 0.0 0.0
H 0.0 0.0 0.0
H 0.0 0.0 0.0
H -0.1 0.0 0.0
H 0.0 0.0 0.1
H 0.0 0.0 0.0
H 0.0 0.0 0.0
H 0.0 0.0 0.0
H 0.0 0.0 0.0
H 0.0 0.0 0.0

These are the natural (NBO) partial charges, in e, on atoms 1 to 5:
1. Eu 1.12
2. C -0.65
3. C 0.01
4. C -0.21
5. C -0.24

---

Calculated max |F| (eV Å⁻¹), listed in the same order as above: 2.83 2.59 1.12
Calculated relative energy (zero: lowest compared OMol25 entry of this formula, charge and spin) (kJ/mol), listed in the same order as above: 145.6 268.0 0.0